(1)
A 6-piece molecular cluster, C25H36F15O13P overall. Source: OMol25; level of theory: ωB97M-V/def2-TZVPD.

```
90
Properties=species:S:1:pos:R:3
C 5.01237 1.79824 1.31742
C 3.87525 1.06864 0.56289
P 2.46578 2.15214 0.06951
C 0.93983 1.17505 0.34917
C 0.69822 0.59651 1.75995
O 2.52131 3.49782 1.13294
C 1.31773 4.10310 1.33652
O 0.62299 4.61571 0.48497
O 0.96603 4.11667 2.64525
H 4.77860 2.82193 1.59497
H 5.89923 1.84000 0.68889
H 5.29600 1.23136 2.20060
H 3.49257 0.26371 1.19024
H 4.27794 0.66014 -0.35362
H 0.07979 1.74800 0.01021
H 1.03939 0.33615 -0.34341
H 1.63929 0.40342 2.27266
H 0.04508 1.22377 2.36138
H 0.19368 -0.36710 1.68814
H 1.61928 3.58044 3.11281
C 6.53900 -4.83649 -1.08176
C 5.79058 -4.51678 0.19514
O 4.86358 -3.42962 -0.00499
C 3.69622 -3.74567 -0.54012
O 3.33223 -4.83033 -0.88260
C 2.82103 -2.48684 -0.62300
F 3.50277 -1.42967 -1.08052
F 2.34617 -2.15887 0.58939
F 1.77854 -2.65846 -1.42784
H 7.03101 -3.94336 -1.46873
H 7.29120 -5.60244 -0.89642
H 5.86203 -5.19679 -1.85627
H 6.48062 -4.17779 0.94874
H 5.26912 -5.38774 0.58578
C 0.17095 -0.46515 -3.44439
C 0.43220 0.93073 -3.96971
O 1.50917 0.93819 -4.92734
C 1.18795 0.59755 -6.16506
O 0.10450 0.28766 -6.56335
C 2.43036 0.69819 -7.06552
F 3.50553 0.15904 -6.48106
F 2.70725 1.98116 -7.33127
F 2.23317 0.07136 -8.22011
H 1.08632 -0.89611 -3.03725
H -0.57613 -0.44225 -2.66639
H -0.17053 -1.12632 -4.24053
H 0.74641 1.57968 -3.15345
H -0.46712 1.36444 -4.40466
C -6.40408 -0.90012 -0.13705
C -5.64921 0.25096 -0.77272
O -4.45589 -0.23616 -1.42692
C -4.62252 -0.73634 -2.64128
O -5.65065 -0.82497 -3.24346
C -3.26063 -1.16291 -3.21180
F -2.54019 -1.83326 -2.30419
F -2.56053 -0.07785 -3.58868
F -3.40142 -1.94577 -4.27188
H -5.74848 -1.45458 0.53558
H -7.25969 -0.53827 0.42669
H -6.76127 -1.59771 -0.89459
H -5.30561 0.94230 -0.01579
H -6.26258 0.80350 -1.47674
C -11.11702 5.40405 -0.24398
C -10.71851 4.76379 1.06769
O -9.87327 3.61621 0.85101
C -8.58918 3.87066 0.64996
O -8.06696 4.94416 0.63022
C -7.82433 2.54750 0.48176
F -8.47745 1.70576 -0.32561
F -7.66907 1.93912 1.66553
F -6.61197 2.76114 -0.03052
H -11.58508 4.66940 -0.89976
H -11.81852 6.21871 -0.06896
H -10.24758 5.80252 -0.76611
H -11.59619 4.38747 1.58852
H -10.22324 5.47430 1.72802
C 4.28231 -1.95589 6.73578
C 5.20799 -1.36060 5.69751
O 6.09353 -2.36006 5.15490
C 5.59305 -3.11793 4.19210
O 4.49157 -3.05714 3.73269
C 6.66960 -4.09341 3.69042
F 7.33940 -4.65955 4.69467
F 7.56307 -3.44990 2.92446
F 6.12017 -5.06579 2.96227
H 4.85663 -2.45890 7.51412
H 3.67581 -1.17532 7.19337
H 3.61660 -2.69474 6.29037
H 5.85366 -0.61101 6.14967
H 4.65322 -0.87637 4.89456
```

Values from the calculation:
SMILES string: CCOC(=O)C(F)(F)F.CCOC(=O)C(F)(F)F.CCOC(=O)C(F)(F)F.CCOC(=O)C(F)(F)F.CCOC(=O)C(F)(F)F.CCP(CC)OC(=O)O
Spin multiplicity: 1
Net charge: 0
Lowest unoccupied orbital energy: 0.005 Ha

(2)
C25H36FeNO2 as an isolated structure. Source: OMol25; level of theory: ωB97M-V/def2-TZVPD.

```
65
Properties=species:S:1:pos:R:3
O 0.53603 0.00083 -6.27294
C 0.80200 1.15281 -7.16030
C 0.67878 0.32851 -8.43746
H 1.80241 1.56602 -6.97604
H 0.02594 1.91862 -7.05777
C 0.53419 -0.85585 -7.45000
H 1.57003 0.28902 -9.06781
H -0.22216 0.52151 -9.02515
C 1.76003 -1.74918 -7.47849
H 2.64900 -1.16615 -7.19016
H 1.91198 -2.13922 -8.49496
H 1.61108 -2.59663 -6.79440
C -0.76711 -1.60636 -7.63340
H -1.62361 -0.92530 -7.53266
H -0.82812 -2.43230 -6.91417
H -0.79728 -2.03986 -8.64405
Fe -0.30610 -0.67961 -0.29870
C -1.97619 -0.87384 0.78678
C -1.40759 0.42972 1.00359
C -1.24234 1.07482 -0.28856
H -1.26647 0.87964 1.96921
C -1.76043 0.17826 -1.29835
C -2.27751 -0.99431 -0.62267
H -2.86908 -1.77257 -1.09380
H -2.21357 -1.59901 1.56575
H -0.90558 2.10002 -0.45774
H -1.81744 0.37086 -2.35802
C 0.88867 -1.97498 0.68737
C 0.03928 -2.58829 -0.31726
C 0.31635 -1.93897 -1.60142
H -0.59997 -3.44916 -0.16479
C 1.33363 -0.92639 -1.36157
C 1.70175 -0.99558 0.02839
H 2.57378 -0.50924 0.45295
H 0.98191 -2.26432 1.73195
H -0.12842 -2.17106 -2.55962
H 1.81911 -0.31277 -2.11418
O 1.46098 1.88884 -4.28910
C 0.36301 1.03356 -3.94131
C -0.96413 1.68858 -4.37569
H 0.32425 0.94454 -2.82831
H 0.50469 0.02863 -4.37949
C -0.60601 3.17959 -4.35732
H -1.74866 1.42408 -3.65982
H -1.23481 1.37010 -5.39961
C 0.94028 3.23814 -4.40162
H -0.92650 3.61893 -3.40092
H -1.08471 3.69856 -5.20359
H 1.29437 3.86704 -3.56427
H 1.25709 3.72432 -5.33862
C 0.47856 0.15083 3.69763
C 1.15857 1.13412 2.84418
C 1.89803 2.26314 3.30384
C 2.38450 2.90790 2.15733
C 1.90933 2.16664 1.03469
C 2.17250 2.46754 -0.38593
N 1.17794 1.11412 1.48559
H 0.49282 -0.85204 3.25984
H -0.56989 0.42988 3.87098
H 0.97562 0.14256 4.67374
H 2.02018 2.52222 4.35419
H 3.00116 3.80076 2.07451
H 1.25498 2.41959 -0.98595
H 2.57773 3.47874 -0.48295
H 2.90763 1.78562 -0.83228
```

Values from the calculation:
Energy relative to the best compared isomer or geometry (same formula, charge and spin): 48.24 kcal/mol
Spin multiplicity: 6
Net charge: 0
Lowest unoccupied orbital energy (alpha / beta): 0.028 / -0.061 Ha

(3)
C25H36NO2Os as an isolated structure. Source: OMol25; level of theory: ωB97M-V/def2-TZVPD.

```
65
Properties=species:S:1:pos:R:3
O -1.97792 2.12425 -1.56321
C -2.53498 1.78819 -2.90117
C -3.62687 2.84278 -2.87368
H -2.92081 0.75780 -2.95870
H -1.76682 1.95873 -3.67085
C -2.96451 3.20713 -1.51933
H -4.64921 2.45287 -2.81235
H -3.54896 3.63043 -3.63031
C -3.87574 3.07941 -0.31599
H -4.06976 2.03012 -0.06810
H -4.83206 3.58704 -0.50183
H -3.38560 3.55955 0.53500
C -2.31854 4.57841 -1.60803
H -1.53769 4.61313 -2.37903
H -1.88227 4.84304 -0.64325
H -3.08172 5.32647 -1.85850
Os 1.29121 1.60803 0.88444
C 3.41272 1.53424 0.99889
C 2.91443 0.29154 0.51627
C 2.28841 0.52782 -0.73191
H 2.94979 -0.68071 1.01318
C 2.37939 1.91725 -1.01035
C 3.08732 2.53806 0.05609
H 3.30588 3.59274 0.16410
H 3.92233 1.70049 1.94328
H 1.81277 -0.23824 -1.33086
H 1.98375 2.41318 -1.87663
C 1.38916 0.81071 2.85457
C 0.99980 2.17239 2.96759
C -0.24827 2.33333 2.31988
H 1.56673 2.94491 3.48026
C -0.62399 1.07799 1.77773
C 0.37655 0.13293 2.13229
H 0.42084 -0.91789 1.86165
H 2.31159 0.37541 3.21949
H -0.79132 3.26505 2.19540
H -1.48921 0.91616 1.14572
O -2.92654 -2.12098 -1.05125
C -1.77785 -1.27103 -0.82789
C -0.92620 -1.14589 -2.09250
H -1.20060 -1.71967 0.00365
H -2.09871 -0.28759 -0.43492
C -1.41768 -2.32310 -2.94704
H 0.15097 -1.22581 -1.87424
H -1.14592 -0.17425 -2.56172
C -2.80781 -2.68626 -2.36354
H -0.69753 -3.14835 -2.80522
H -1.42754 -2.06479 -4.01414
H -2.99024 -3.76711 -2.29261
H -3.59513 -2.26108 -3.00158
C 0.55021 -3.54810 0.41548
C 1.68466 -3.64565 1.34447
C 2.05949 -4.89844 1.91297
C 3.16946 -4.64783 2.72539
C 3.43303 -3.24208 2.63693
C 4.55753 -2.62455 3.36560
N 2.52555 -2.64901 1.79591
H -0.29160 -4.15090 0.78999
H 0.79691 -3.93912 -0.58203
H 0.21322 -2.52080 0.29072
H 1.52362 -5.82670 1.72541
H 3.75974 -5.34563 3.31278
H 4.56414 -2.99616 4.40251
H 5.52048 -2.92901 2.92363
H 4.50793 -1.53480 3.39152
```

Values from the calculation:
Energy relative to the best compared isomer or geometry (same formula, charge and spin): 14.43 kcal/mol
Spin multiplicity: 5
Net charge: +1
Lowest unoccupied orbital energy (alpha / beta): -0.076 / -0.196 Ha

(4)
C25H36OP2ScSi as an isolated structure. Source: OMol25; level of theory: ωB97M-V/def2-TZVPD.

```
66
Properties=species:S:1:pos:R:3
Sc 1.13825 0.11550 -3.13100
H -2.17396 0.20485 -0.62044
H -2.28152 0.77742 -0.16689
P -0.19696 -2.30688 -2.34478
P -0.26342 2.55101 -2.41774
C 1.13946 3.63534 -1.88479
H 1.00926 4.64758 -2.26563
H 1.23621 3.65990 -0.79514
H 2.06752 3.21983 -2.29517
C -0.59928 3.29038 -4.07654
H -1.62052 3.02557 -4.38001
H -0.46478 4.37472 -4.05157
H 0.11196 2.83053 -4.78096
C -1.58562 3.39212 -1.41885
H -1.41188 3.27688 -0.34166
H -1.66228 4.47299 -1.63597
H -2.55667 2.93220 -1.63964
C -0.31838 -2.95348 -4.07731
H -0.20021 -4.04140 -4.11943
H -1.29142 -2.66251 -4.49702
H 0.47652 -2.45958 -4.65542
C 1.10368 -3.47041 -1.65591
H 1.06174 -3.48679 -0.55697
H 1.00584 -4.49111 -2.04724
H 2.08946 -3.06703 -1.95350
C -1.66849 -3.20560 -1.57749
H -2.57857 -2.64469 -1.81435
H -1.79253 -4.23660 -1.94988
H -1.58796 -3.24209 -0.48462
C 0.82581 0.05051 -0.75380
O 1.85484 0.50278 -1.37877
H 2.11067 0.00007 -4.53888
C -0.64026 4.29885 2.37648
C 0.62840 3.98428 1.84749
C 0.95066 2.63751 1.54860
C 0.00122 1.60591 1.73790
C -1.21603 1.94930 2.32433
C -1.55026 3.26994 2.62982
Si 0.34037 -0.10567 1.19457
C 1.91551 -0.80498 1.94267
C 2.82028 -1.61182 1.23830
C 4.00389 -2.03520 1.84336
C 4.30483 -1.68193 3.15539
C 3.40101 -0.90049 3.88574
C 2.20962 -0.44441 3.27871
C -1.10719 -1.20321 1.58601
C -0.84294 -2.51374 2.06398
C -1.89055 -3.40050 2.30187
C -3.22315 -3.04567 1.97109
C -3.47941 -1.77068 1.45014
C -2.45351 -0.84272 1.45065
H -0.90478 5.33612 2.56652
H 1.36397 4.76517 1.66709
H 1.96107 2.39322 1.19180
H -1.91787 1.16722 2.57457
H -2.52830 3.49480 3.05591
H 2.61535 -1.90887 0.20534
H 4.69411 -2.63167 1.25767
H 5.24275 -1.98878 3.60379
H 3.60579 -0.60459 4.91933
H 1.50668 0.19293 3.81989
H 0.18395 -2.80915 2.29794
H -1.68737 -4.37894 2.75753
H -4.04480 -3.75616 2.14604
H -4.47081 -1.50847 1.09911
H -2.76898 0.16034 1.31775
```

Values from the calculation:
Energy relative to the best compared isomer or geometry (same formula, charge and spin): 27.12 kcal/mol
Spin multiplicity: 1
Net charge: +1
Lowest unoccupied orbital energy: -0.126 Ha

(5)
An isolated ion of composition C25H37BrCl2N2O6P and charge +1. Source: OMol25; level of theory: ωB97M-V/def2-TZVPD.

```
74
Properties=species:S:1:pos:R:3
C -1.93821 2.65245 8.49100
C -2.44358 1.25144 7.80225
C -2.39744 1.43448 6.16624
C -0.86495 1.63080 5.56341
C -0.29525 0.10722 5.25054
C -1.04425 -0.43592 3.89125
C -0.23033 -0.12186 2.49426
C -0.43009 -1.48285 1.54482
N -0.12359 -1.18743 0.06318
C -1.19502 -0.41928 -0.73904
C -2.60536 0.13748 -0.11223
C -3.94727 -0.69205 -0.66775
O -3.84329 -2.02387 -0.65882
O -5.12430 0.09607 -1.06466
C -5.53483 -0.16676 -2.45272
C -5.99573 1.11731 -3.42018
O -5.62539 -1.37541 -3.03489
C -0.92895 -0.06712 -2.35227
P -2.29633 0.95160 -3.28718
O -1.97784 1.01970 -4.99780
Br -2.13593 3.14422 -2.57405
C 0.44388 -0.57694 -3.09140
N 0.73994 -0.33809 -4.55734
C 1.56884 -1.39991 -2.18094
C 2.95934 -1.90714 -2.90429
C 3.83010 -0.68709 -3.60872
C 4.03462 -1.02113 -5.22575
C 3.58053 0.24519 -6.20150
O 4.73423 0.84893 -6.92776
C 4.54972 2.33708 -6.92028
O 3.63614 2.86435 -7.74519
C 1.20306 -1.64685 -0.57649
C 2.39321 -2.43608 0.29137
Cl 2.16311 -4.27123 0.51237
C 3.59171 -1.70517 0.86857
C 4.75837 -2.47203 1.77559
Cl 3.70359 0.15165 0.53050
H -2.66338 3.06105 9.32096
H -1.81852 3.45092 7.61467
H -0.85776 2.46238 8.91978
H -3.53435 0.94755 8.12295
H -1.73292 0.33578 8.05196
H -2.99106 2.41470 5.83884
H -2.96514 0.51818 5.70080
H -0.13858 2.09483 6.36919
H -0.85429 2.19889 4.53235
H 0.87679 0.05665 5.16187
H -0.64830 -0.60471 6.13279
H -2.14219 -0.04528 3.76124
H -1.08624 -1.62442 3.98562
H 0.93477 0.05471 2.65103
H -0.68952 0.78282 1.87077
H 0.15919 -2.40408 1.96225
H -1.58577 -1.75772 1.66344
H -2.68059 0.09237 1.05762
H -2.81503 1.27611 -0.40280
H -7.01140 0.75291 -3.93073
H -5.23953 1.28311 -4.32535
H -6.20520 2.09513 -2.81209
H -1.34240 1.81385 -5.09814
H -0.00680 -0.82856 -5.10589
H 0.79978 0.67937 -4.78341
H 2.63568 -2.74966 -3.68554
H 3.71217 -2.44982 -2.16785
H 3.29990 0.36999 -3.49759
H 4.90915 -0.56313 -3.15992
H 3.37728 -1.94383 -5.57240
H 5.16585 -1.32539 -5.44123
H 2.83696 -0.13483 -7.04103
H 3.04800 1.10781 -5.61330
H 5.22134 2.94690 -6.16464
H 5.78412 -2.58007 1.21974
H 4.94890 -1.81726 2.74985
H 4.38669 -3.52298 2.17012
```

Values from the calculation:
SMILES string: CCCCCCCCn1c(CC(=O)OC(C)=O)c(P(O)Br)c(=[NH2+])c(CCCCOC=O)c1/C(Cl)=C(/C)Cl
Spin multiplicity: 1
Net charge: +1
Lowest unoccupied orbital energy: -0.174 Ha

(6)
C25H37BrI2N3O4SiSn as an isolated structure. Source: OMol25; level of theory: ωB97M-V/def2-TZVPD.

```
74
Properties=species:S:1:pos:R:3
Sn -3.86170 -1.83044 1.19196
N -5.33878 -3.51337 1.94191
C -5.56420 -3.20750 3.39902
C -4.44870 -2.39478 4.05883
O -4.34888 -2.32203 5.29801
N -3.54687 -1.80250 3.21492
C -2.34863 -1.16025 3.69049
C -1.59622 -0.52246 2.54832
O -0.54481 0.05539 2.79361
O -2.14862 -0.67400 1.35969
H -4.92635 -4.45378 1.93470
H -6.20806 -3.48703 1.37988
H -6.40899 -2.55744 3.59616
H -5.72422 -4.07743 4.06134
H -2.66628 -0.38689 4.44005
H -1.70349 -1.95650 4.10483
I 0.51697 -4.50178 1.36126
C -0.67630 -4.08481 -0.29599
C -0.18654 -4.44275 -1.54905
C -0.98543 -4.28306 -2.67535
I -0.39041 -5.53774 -4.31391
C -2.11921 -3.44807 -2.64381
C -2.83020 -3.02036 -3.74496
C -3.96724 -2.21140 -3.59229
C -4.31043 -1.76673 -2.34403
N -3.76532 -2.32815 -1.23311
C -2.63925 -3.08817 -1.36209
C -1.99640 -3.53040 -0.12835
O -2.54988 -3.42189 1.05909
H 0.83279 -4.77238 -1.64784
H -2.49328 -3.18216 -4.76784
H -4.55041 -2.12888 -4.49365
H -5.12383 -1.01670 -2.23682
C 4.72558 1.51071 0.48201
C 3.53361 0.71090 -0.07167
C 4.02552 -0.06657 -1.34064
C 3.10032 -0.42188 0.92715
Si 1.96360 1.84621 -0.49509
Br 0.18961 0.48266 -1.04427
C 2.20134 2.88985 -2.15860
C 2.22965 2.06395 -3.47672
C 3.49936 3.75222 -1.85556
C 1.00472 3.86636 -2.36543
C 1.40526 2.92526 1.05669
C -0.12399 3.06397 0.99580
C 2.13120 4.29399 1.11912
C 1.67888 2.26795 2.42751
H 5.40921 0.81383 0.97326
H 4.44582 2.19618 1.29563
H 5.20831 2.05204 -0.38446
H 4.78949 -0.78943 -0.98144
H 4.47397 0.66174 -2.06751
H 3.19437 -0.56943 -1.83710
H 4.01980 -1.09158 1.00645
H 2.28818 -0.98059 0.52280
H 2.91853 -0.09761 1.94540
H 2.54564 1.03126 -3.40852
H 2.88607 2.60450 -4.19909
H 1.19427 1.97846 -3.88612
H 4.31743 3.38883 -2.46934
H 3.75449 3.75036 -0.78040
H 3.26248 4.83692 -1.99837
H 0.00988 3.36163 -2.54581
H 1.15895 4.36658 -3.31762
H 0.84971 4.55140 -1.46534
H -0.52155 3.59822 0.10346
H -0.45768 3.68608 1.87158
H -0.71469 2.11837 0.98043
H 2.03539 4.90366 0.21870
H 3.23291 4.13814 1.38389
H 1.69683 4.91342 1.95104
H 1.23288 1.28063 2.55011
H 1.10605 2.91756 3.18345
H 2.71772 2.24968 2.74962
```

Values from the calculation:
Energy relative to the best compared isomer or geometry (same formula, charge and spin): 44.59 kcal/mol
Spin multiplicity: 1
Net charge: -1
Lowest unoccupied orbital energy: 0.071 Ha

Values of calculated total energy, in order: -3791.774001; -2442.822345; -1269.605645; -2782.044907; -5370.571226; -5113.391033, all in Ha.
Values of largest force on an atom, in order: 3.21; 3.89; 7.56; 4.26; 9.27; 3.98, all in eV Å⁻¹.